No. 1
Entry from the Open Molecules 2025 dataset: a molecular structure, C8H25O9Tl (the ωB97M-V functional and the def2-TZVPD basis).

The geometry in ORCA input format:
```
! wB97M-V def2-TZVPD RIJCOSX def2/J DEFGRID3
* xyz 2 1
Tl 20.197 12.920 -7.647
O 17.798 11.622 -8.977
O 22.500 11.616 -8.725
O 26.073 12.703 -10.613
O 24.881 12.858 -8.247
O 24.009 10.325 -6.972
O 21.463 9.720 -10.526
O 19.932 11.913 -10.556
O 26.000 13.923 -13.460
O 19.928 9.625 -8.269
C 25.427 12.281 -7.080
C 18.711 12.006 -11.192
C 25.371 10.757 -7.084
C 17.522 11.481 -10.338
C 25.104 12.566 -11.599
C 25.661 12.648 -13.005
C 21.250 8.441 -9.933
C 20.895 8.608 -8.487
H 19.092 9.259 -7.972
H 24.999 12.185 -13.733
H 20.440 11.116 -10.783
H 18.612 11.619 -12.209
H 24.253 13.256 -11.468
H 23.376 10.799 -7.591
H 25.840 10.377 -6.173
H 21.823 8.878 -7.978
H 26.902 14.167 -13.208
H 20.518 7.691 -8.033
H 22.229 7.940 -9.920
H 26.587 12.059 -12.920
H 26.477 12.592 -7.053
H 25.790 10.298 -7.984
H 24.015 12.393 -8.393
H 17.169 11.120 -8.445
H 16.572 11.952 -10.608
H 25.005 12.706 -6.161
H 24.667 11.556 -11.468
H 20.528 7.884 -10.528
H 21.708 10.297 -9.774
H 25.647 12.776 -9.695
H 18.541 13.083 -11.367
H 23.103 11.615 -9.486
H 17.401 10.436 -10.662
*
```

Results
E (eV): -31797.4664
HOMO (eV): -15.70
ΔE to the lowest compared entry with this formula, charge and spin (eV): 0.041

=====

No. 2
Entry from the Open Molecules 2025 dataset: a molecular structure, C8H26BF4O5Ti3 (the ωB97M-V functional and the def2-TZVPD basis).

The geometry in ORCA input format:
```
! wB97M-V def2-TZVPD RIJCOSX def2/J DEFGRID3
* xyz 2 10
Ti -5.698 19.012 0.596
Ti -8.087 20.642 2.500
Ti -4.462 22.586 0.332
F -3.874 22.593 2.714
F -3.572 20.676 1.654
F -4.210 20.610 3.861
F -5.659 21.306 2.227
O -1.818 23.473 4.168
O -3.373 18.027 1.034
O -3.178 21.206 7.658
O -5.977 18.469 2.937
O -1.688 17.753 6.340
C -0.778 18.423 4.263
C -2.082 24.856 3.923
C -4.133 21.969 6.934
C -5.135 17.434 3.531
C -1.976 17.712 0.888
C -1.280 18.892 5.595
C -0.777 25.568 3.719
C -5.161 22.577 7.879
B -4.285 21.290 2.686
H -1.807 16.776 1.423
H -5.804 19.318 3.370
H -5.665 23.361 7.302
H -3.588 22.709 6.332
H -2.120 17.925 7.178
H -4.637 21.369 6.157
H -4.718 23.010 8.771
H -1.645 17.437 -0.115
H -0.353 19.255 3.693
H 0.081 17.761 4.408
H -2.312 21.364 7.272
H -1.501 17.895 3.645
H -2.623 25.296 4.763
H -0.147 25.438 4.605
H -4.136 17.779 3.797
H -5.945 21.884 8.181
H -2.613 24.847 2.956
H -5.050 16.646 2.790
H -3.365 18.804 1.599
H -0.951 26.641 3.645
H -0.186 25.120 2.921
H -1.329 18.501 1.260
H -2.218 19.457 5.463
H -2.641 23.011 4.038
H -5.607 17.101 4.452
H -0.560 19.504 6.143
*
```

Results
Expectation value of S²: 24.752
E (eV): -99827.0836
HOMO (alpha / beta) (eV): -13.76 / -14.13
ΔE to the lowest compared entry with this formula, charge and spin (eV): 2.603

=====

Values for largest force on an atom, Eh/bohr, ordered as above
0.055, 0.038